Below is a molecular structure, C41H46N9O2P2Pt, with properties calculated with wB97M-V/def2-TZVPD.

Geometry as XYZ:
```
101
Properties=species:S:1:pos:R:3:lowdin_charge:R:1
Pt 0.066 -0.110 0.150 1.13
C -4.551 1.071 0.458 -0.03
N -3.748 0.787 1.624 -0.07
C -4.231 1.078 2.965 -0.09
C -2.964 0.919 3.811 -0.09
N -2.010 0.309 2.892 -0.08
C -0.930 -0.468 3.459 -0.03
C -2.509 0.240 1.645 -0.34
N -1.885 -0.269 0.600 -0.09
C -2.616 -0.973 -0.454 -0.22
C -1.722 -2.127 -0.851 -0.22
N -0.440 -1.514 -1.212 -0.11
C 0.458 -2.203 -1.912 -0.35
N 1.367 -1.580 -2.687 -0.09
C 1.267 -0.236 -3.197 -0.03
C 2.290 -2.524 -3.300 -0.09
C 1.648 -3.877 -2.980 -0.08
N 0.601 -3.533 -2.015 -0.05
C -0.034 -4.597 -1.251 -0.03
H -5.191 1.923 0.687 0.09
H -5.189 0.233 0.169 0.09
H -3.913 1.348 -0.377 0.07
H -5.027 0.390 3.260 0.13
H -4.626 2.093 3.004 0.12
H -3.126 0.260 4.665 0.13
H -2.586 1.873 4.187 0.13
H -0.523 0.083 4.306 0.10
H -0.125 -0.631 2.756 0.03
H -1.293 -1.436 3.812 0.11
H -2.787 -0.334 -1.325 0.11
H -3.572 -1.347 -0.086 0.12
H -2.141 -2.666 -1.703 0.13
H -1.626 -2.792 0.008 0.09
H 0.566 0.334 -2.592 0.05
H 0.917 -0.250 -4.234 0.10
H 2.244 0.244 -3.160 0.08
H 3.290 -2.420 -2.874 0.13
H 2.350 -2.341 -4.373 0.13
H 2.354 -4.563 -2.515 0.13
H 1.217 -4.363 -3.858 0.13
H 0.629 -5.459 -1.282 0.10
H -0.992 -4.886 -1.686 0.09
H -0.145 -4.302 -0.214 0.04
O 2.110 -0.005 -0.269 -0.45
P 2.917 1.278 -0.184 0.78
C 1.820 2.698 -0.483 -0.28
P 0.572 2.776 0.844 0.78
O 0.454 1.429 1.544 -0.46
C -0.969 3.373 0.139 -0.28
C -1.824 4.108 0.963 -0.07
C -3.044 4.553 0.479 -0.06
C -3.415 4.271 -0.829 -0.07
C -2.578 3.524 -1.648 -0.07
C -1.362 3.068 -1.163 -0.08
C 1.145 3.997 2.015 -0.30
C 1.276 5.334 1.636 -0.08
C 1.775 6.256 2.539 -0.06
C 2.141 5.846 3.817 -0.06
C 2.007 4.519 4.194 -0.05
C 1.508 3.588 3.294 -0.06
C 4.185 1.284 -1.445 -0.30
C 4.308 2.271 -2.418 -0.09
C 5.309 2.174 -3.375 -0.07
C 6.180 1.094 -3.355 -0.06
C 6.060 0.111 -2.380 -0.05
C 5.068 0.200 -1.418 -0.06
C 3.714 1.597 1.380 -0.29
C 4.603 2.671 1.462 -0.07
C 5.208 2.965 2.671 -0.06
C 4.949 2.172 3.785 -0.06
C 4.081 1.094 3.700 -0.05
C 3.449 0.810 2.495 -0.07
H 1.355 2.575 -1.462 0.06
H 2.396 3.627 -0.473 0.08
H -1.525 4.348 1.976 0.11
H -3.697 5.135 1.116 0.11
H -4.359 4.635 -1.213 0.12
H -2.872 3.298 -2.664 0.11
H -0.733 2.459 -1.800 0.09
H 0.983 5.656 0.642 0.12
H 1.877 7.294 2.250 0.11
H 2.533 6.569 4.520 0.11
H 2.296 4.202 5.187 0.12
H 1.411 2.548 3.574 0.11
H 3.627 3.114 -2.445 0.10
H 5.409 2.940 -4.132 0.11
H 6.961 1.021 -4.101 0.11
H 6.748 -0.724 -2.360 0.12
H 4.988 -0.562 -0.647 0.07
H 4.836 3.266 0.585 0.11
H 5.897 3.796 2.742 0.11
H 5.442 2.388 4.723 0.11
H 3.893 0.461 4.558 0.09
H 2.764 -0.023 2.416 0.09
N 0.599 -2.860 1.339 0.14
C 1.620 -2.793 1.883 -0.22
C 2.886 -2.667 2.468 -0.30
C 2.966 -2.323 3.834 -0.26
N 2.976 -2.002 4.945 0.13
C 3.984 -2.540 1.593 -0.25
N 4.859 -2.408 0.847 0.13
```

## Properties
**ΔE to the lowest compared entry with this formula, charge and spin**: 0.00 kJ/mol
**LUMO level**: -2.31 eV
**HOMO energy**: -9.09 eV
**Charge**: +1
**Gap between HOMO and LUMO**: 6.78 eV